Entry 1:
Entry from OMol25: a structure of composition C41H65N6O8PS2V at a distorted geometry (ωB97M-V/def2-TZVPD).

Cartesian coordinates (Å):
V -2.37 0.28 -0.37
O -1.43 3.13 2.26
C -1.70 2.42 1.30
O -2.01 1.18 1.34
C -1.70 2.97 -0.15
O -1.36 4.11 -0.45
O -2.05 2.07 -1.00
N -6.07 -0.73 -8.10
C -5.28 -0.99 -6.96
C -4.61 0.05 -6.32
C -3.83 -0.20 -5.20
C -3.73 -1.49 -4.71
C -4.37 -2.54 -5.35
C -5.14 -2.29 -6.48
S -2.72 -1.82 -3.27
O -1.36 -1.71 -3.74
O -3.09 -3.12 -2.76
N -2.99 -0.60 -2.26
C -4.28 -0.47 -1.81
N -5.29 -1.13 -2.34
C -6.52 -0.97 -1.75
C -6.70 -0.15 -0.65
C -5.59 0.54 -0.17
N -4.36 0.41 -0.77
H -6.44 0.20 -8.12
H -6.81 -1.41 -8.23
H -4.70 1.06 -6.71
H -3.32 0.60 -4.69
H -4.27 -3.53 -4.94
H -5.66 -3.10 -6.98
H -7.33 -1.53 -2.19
H -7.67 -0.04 -0.18
H -5.66 1.23 0.67
O 0.70 0.03 1.82
P 1.37 -0.80 2.84
C 1.90 0.19 4.32
C 0.81 0.23 5.41
C -0.25 1.27 5.01
C 0.33 2.69 5.12
C 1.85 2.68 4.86
C 2.21 1.62 3.82
C 0.29 -2.22 3.29
C 0.81 -3.20 4.35
C -0.36 -3.95 5.01
C -1.43 -4.28 3.97
C -2.09 -2.99 3.43
C -1.16 -1.78 3.54
C 2.90 -1.62 2.18
C 3.64 -0.57 1.34
C 4.78 -1.20 0.54
C 5.60 -2.20 1.39
C 5.32 -2.01 2.88
C 3.85 -2.31 3.19
H 2.80 -0.26 4.74
H 1.27 0.52 6.37
H 0.37 -0.75 5.55
H -1.14 1.17 5.63
H -0.55 1.09 3.98
H 0.14 3.11 6.11
H -0.16 3.31 4.37
H 2.40 2.48 5.79
H 2.17 3.66 4.50
H 3.26 1.71 3.53
H 1.60 1.82 2.93
H 0.27 -2.73 2.31
H 1.40 -2.69 5.12
H 1.47 -3.93 3.88
H -0.80 -3.33 5.80
H 0.00 -4.86 5.49
H -2.19 -4.93 4.41
H -0.97 -4.84 3.16
H -3.01 -2.78 3.99
H -2.37 -3.13 2.38
H -1.26 -1.32 4.52
H -1.43 -1.03 2.79
H 2.50 -2.36 1.48
H 4.03 0.23 1.99
H 2.94 -0.11 0.65
H 5.42 -0.41 0.15
H 4.35 -1.71 -0.32
H 6.67 -2.09 1.19
H 5.33 -3.23 1.12
H 5.56 -0.98 3.17
H 5.96 -2.67 3.48
H 3.63 -2.00 4.21
H 3.70 -3.39 3.14
C -0.19 -2.18 -0.50
C -1.29 -1.25 -0.11
O -2.34 -1.66 0.43
H -0.16 -3.06 0.16
H 0.77 -1.65 -0.50
H -0.41 -2.50 -1.52
C 2.29 0.81 -5.67
C 0.82 0.64 -6.06
C -0.13 1.54 -5.24
C -0.28 1.13 -3.76
N 0.15 2.19 -2.84
C 1.12 2.05 -1.90
S 2.17 0.73 -1.86
N 1.25 3.12 -1.08
C 1.89 3.07 0.23
C 2.84 4.25 0.49
C 4.28 4.07 -0.02
C 4.40 3.89 -1.53
H 2.93 0.14 -6.24
H 2.44 0.60 -4.61
H 2.61 1.84 -5.84
H 0.51 -0.39 -5.92
H 0.71 0.88 -7.12
H -1.11 1.50 -5.72
H 0.23 2.57 -5.29
H 0.27 0.23 -3.53
H -1.32 0.90 -3.54
H -0.59 2.83 -2.59
H 0.44 3.74 -1.08
H 2.42 2.12 0.31
H 1.10 3.08 0.99
H 2.88 4.41 1.57
H 2.41 5.14 0.03
H 4.71 3.19 0.48
H 4.86 4.94 0.29
H 3.97 2.94 -1.84
H 5.45 3.90 -1.83
H 3.89 4.69 -2.06

* gap between HOMO and LUMO (alpha / beta): 3.1857 / 5.1426 eV
* HOMO level (alpha / beta): 0.0252 / -0.0467 Ha
* lowest unoccupied orbital energy (alpha / beta): 0.142 / 0.142 Eh
* 2S+1: 2
* total charge: -2
* energy: -125544.8037 eV

Here are the Löwdin charges for atoms 1 to 99, given in e:
1 V 0.92
2 O 0.04
3 C -0.55
4 O -0.10
5 C -0.52
6 O 0.03
7 O -0.10
8 N 0.06
9 C -0.34
10 C -0.04
11 C -0.06
12 C -0.29
13 C -0.06
14 C -0.04
15 S 0.60
16 O -0.33
17 O -0.32
18 N -0.16
19 C -0.52
20 N 0.08
21 C -0.20
22 C -0.15
23 C -0.17
24 N -0.03
25 H 0.07
26 H 0.07
27 H 0.10
28 H 0.11
29 H 0.11
30 H 0.10
31 H 0.06
32 H 0.07
33 H 0.08
34 O -0.29
35 P 0.80
36 C -0.31
37 C -0.20
38 C -0.19
39 C -0.19
40 C -0.20
41 C -0.20
42 C -0.34
43 C -0.19
44 C -0.21
45 C -0.20
46 C -0.17
47 C -0.18
48 C -0.33
49 C -0.23
50 C -0.18
51 C -0.20
52 C -0.21
53 C -0.20
54 H 0.10
55 H 0.11
56 H 0.08
57 H 0.11
58 H 0.10
59 H 0.10
60 H 0.09
61 H 0.10
62 H 0.10
63 H 0.10
64 H 0.09
65 H 0.10
66 H 0.10
67 H 0.10
68 H 0.11
69 H 0.10
70 H 0.10
71 H 0.11
72 H 0.11
73 H 0.10
74 H 0.10
75 H 0.09
76 H 0.12
77 H 0.10
78 H 0.04
79 H 0.11
80 H 0.11
81 H 0.10
82 H 0.11
83 H 0.11
84 H 0.10
85 H 0.08
86 H 0.10
87 C -0.05
88 C -0.44
89 O -0.07
90 H 0.07
91 H 0.04
92 H 0.07
93 C -0.12
94 C -0.27
95 C -0.18
96 C -0.21
97 N 0.01
98 C -0.77
99 S 0.68


Entry 2:
Entry from OMol25: a structure of composition C41H66FN7PSSi4TeV (ωB97M-V/def2-TZVPD).

Cartesian coordinates (Å):
V -0.80 0.27 0.39
C 1.76 4.59 2.88
C 2.00 3.80 1.79
C 1.06 2.82 1.36
C -0.16 2.67 2.10
C -0.43 3.57 3.16
C 0.52 4.48 3.55
N -1.07 1.76 1.67
N -2.36 1.98 2.12
C -3.24 1.45 1.30
C -4.64 1.68 1.50
C -5.53 1.26 0.56
C -5.07 0.61 -0.62
C -3.73 0.37 -0.73
N -2.83 0.73 0.20
H 2.48 5.33 3.20
H 2.89 3.92 1.21
H 0.96 2.68 0.29
H -1.38 3.49 3.66
H 0.31 5.14 4.39
H -4.95 2.20 2.39
H -6.58 1.45 0.69
H -5.75 0.30 -1.40
H -3.33 -0.12 -1.61
F -2.24 -4.45 4.42
C -1.92 -3.42 3.59
C -2.93 -2.66 3.03
C -2.58 -1.62 2.17
C -1.25 -1.31 1.83
C -0.29 -2.10 2.47
C -0.60 -3.15 3.33
H -3.96 -2.88 3.27
H -3.40 -1.06 1.74
H 0.76 -1.87 2.31
H 0.17 -3.75 3.81
C -0.73 -1.42 -2.65
N -0.59 -2.62 -3.48
C 0.69 -3.25 -3.15
N 0.77 -3.62 -1.73
C 0.60 -2.40 -0.94
N -0.70 -1.72 -1.20
C -1.77 -2.71 -0.92
N -1.64 -3.92 -1.73
C -1.66 -3.55 -3.14
C -0.34 -4.53 -1.43
H -1.67 -0.93 -2.89
H 0.08 -0.73 -2.88
H 1.50 -2.55 -3.37
H 0.81 -4.15 -3.76
H 1.41 -1.71 -1.18
H 0.65 -2.66 0.12
H -2.74 -2.24 -1.13
H -1.74 -2.98 0.12
H -2.62 -3.08 -3.37
H -1.56 -4.45 -3.75
H -0.23 -5.44 -2.02
H -0.31 -4.78 -0.37
C 5.86 -2.44 3.75
Si 4.30 -2.15 2.74
C 4.72 -2.48 0.93
C 3.10 -3.50 3.28
Si 3.52 0.05 3.02
Te 2.17 0.50 0.95
Si 2.41 0.41 5.06
C 2.65 2.20 5.59
C 3.25 -0.68 6.36
C 0.59 0.02 4.96
Si 5.50 1.29 2.96
C 6.41 1.01 4.58
C 6.57 0.72 1.52
C 5.31 3.15 2.78
H 6.17 -3.49 3.65
H 5.69 -2.25 4.81
H 6.70 -1.82 3.43
H 5.01 -3.53 0.80
H 5.54 -1.85 0.59
H 3.85 -2.29 0.29
H 3.55 -4.47 3.07
H 2.16 -3.45 2.74
H 2.89 -3.45 4.35
H 3.69 2.50 5.52
H 2.32 2.33 6.62
H 2.06 2.86 4.95
H 4.31 -0.43 6.44
H 3.16 -1.74 6.12
H 2.79 -0.51 7.34
H 0.12 0.53 4.12
H 0.09 0.33 5.88
H 0.41 -1.05 4.83
H 6.45 -0.04 4.87
H 5.92 1.57 5.38
H 7.44 1.38 4.51
H 6.88 -0.32 1.62
H 7.48 1.34 1.45
H 6.02 0.82 0.58
H 4.54 3.55 3.45
H 5.06 3.43 1.76
H 6.26 3.63 3.03
S -0.06 1.53 -1.65
C -1.47 2.51 -2.08
C -2.09 3.37 -1.17
C -3.21 4.10 -1.53
C -3.74 4.00 -2.81
C -3.13 3.16 -3.73
C -2.01 2.43 -3.37
H -1.70 3.44 -0.16
H -3.68 4.74 -0.79
H -4.62 4.56 -3.08
H -3.53 3.07 -4.73
H -1.53 1.77 -4.09
C 2.92 0.01 -4.60
P 3.21 0.04 -2.78
C 4.96 -0.55 -2.75
C 3.51 1.84 -2.56
H 3.70 0.53 -5.16
H 1.96 0.49 -4.81
H 2.86 -1.02 -4.95
H 5.61 0.03 -3.41
H 5.00 -1.60 -3.04
H 5.34 -0.47 -1.73
H 4.22 2.23 -3.30
H 3.91 2.00 -1.55
H 2.56 2.36 -2.62

* gap between HOMO and LUMO (alpha / beta): 6.0284 / 4.9785 eV
* HOMO level (alpha / beta): -0.1375 / -0.1408 Ha
* lowest unoccupied orbital energy (alpha / beta): 0.084 / 0.042 Eh
* 2S+1: 4
* energy relative to the best compared isomer or geometry (same formula, charge and spin): 67.92 kJ/mol
* total charge: -1
* energy: -141357.1121 eV

Here are the Löwdin charges for atoms 1 to 99, given in e:
1 V 0.51
2 C -0.12
3 C -0.13
4 C -0.32
5 C -0.32
6 C -0.03
7 C -0.11
8 N -0.14
9 N 0.05
10 C -0.40
11 C -0.03
12 C -0.10
13 C -0.10
14 C -0.16
15 N -0.03
16 H 0.10
17 H 0.09
18 H -0.03
19 H 0.10
20 H 0.10
21 H 0.10
22 H 0.09
23 H 0.09
24 H 0.09
25 F 0.02
26 C -0.30
27 C -0.02
28 C -0.12
29 C -0.21
30 C -0.19
31 C -0.04
32 H 0.11
33 H 0.08
34 H 0.03
35 H 0.10
36 C -0.21
37 N -0.08
38 C -0.18
39 N -0.08
40 C -0.20
41 N -0.11
42 C -0.16
43 N -0.08
44 C -0.18
45 C -0.17
46 H 0.11
47 H 0.05
48 H 0.10
49 H 0.12
50 H 0.05
51 H 0.10
52 H 0.12
53 H 0.11
54 H 0.12
55 H 0.12
56 H 0.12
57 H 0.13
58 C -0.22
59 Si 0.33
60 C -0.22
61 C -0.21
62 Si 0.12
63 Te 0.85
64 Si 0.35
65 C -0.20
66 C -0.22
67 C -0.19
68 Si 0.33
69 C -0.21
70 C -0.22
71 C -0.21
72 H 0.03
73 H 0.02
74 H 0.01
75 H 0.03
76 H 0.01
77 H 0.00
78 H 0.04
79 H 0.00
80 H 0.02
81 H 0.01
82 H 0.03
83 H 0.01
84 H 0.02
85 H 0.01
86 H 0.03
87 H 0.02
88 H 0.04
89 H 0.02
90 H 0.00
91 H 0.02
92 H 0.03
93 H 0.01
94 H 0.03
95 H 0.02
96 H 0.01
97 H 0.02
98 H 0.03
99 S 0.60


> Among the records above, which one has the lowest 2S+1?

C41H65N6O8PS2V


> The highest 2S+1 belongs to which entry?

C41H66FN7PSSi4TeV